Here is a molecular structure, C44H41N3P2Se4Te2Y in a non-equilibrium geometry from OMol25. Energies are from ωB97M-V/def2-TZVPD.

Positions of all 97 atoms, in Å:
Y (0.265, 0.432, -0.246)
Se (-1.854, 1.888, 0.934)
Se (-2.458, 3.281, -0.797)
Te (-2.441, 1.736, -2.780)
Se (0.026, 1.409, -2.936)
Te (1.268, -2.374, 4.383)
C (0.915, -1.050, 6.057)
C (1.809, -0.020, 6.320)
C (1.501, 0.902, 7.306)
N (0.398, 0.857, 8.036)
C (-0.451, -0.128, 7.786)
C (-0.244, -1.099, 6.819)
C (0.560, -0.795, 3.120)
P (1.734, 0.187, 2.200)
C (3.346, 0.076, 3.004)
C (4.097, -1.078, 2.783)
C (5.326, -1.236, 3.388)
C (5.823, -0.239, 4.214)
C (5.098, 0.924, 4.406)
C (3.862, 1.088, 3.806)
C (1.231, 1.912, 2.592)
C (0.386, 2.269, 3.634)
C (-0.171, 3.537, 3.660)
C (0.100, 4.443, 2.647)
C (0.970, 4.107, 1.619)
C (1.528, 2.843, 1.590)
P (-0.616, -1.364, 1.914)
C (-1.920, -1.713, 3.147)
C (-2.115, -2.948, 3.758)
C (-2.896, -3.041, 4.899)
C (-3.491, -1.910, 5.431)
C (-3.308, -0.678, 4.823)
C (-2.521, -0.581, 3.692)
C (-0.281, -3.045, 1.259)
C (1.032, -3.461, 1.078)
C (1.308, -4.736, 0.621)
C (0.269, -5.601, 0.321)
C (-1.043, -5.176, 0.444)
C (-1.320, -3.900, 0.897)
H (2.720, 0.069, 5.747)
H (2.170, 1.729, 7.517)
H (-1.354, -0.128, 8.385)
H (-0.981, -1.868, 6.646)
H (3.733, -1.835, 2.100)
H (5.900, -2.137, 3.221)
H (6.777, -0.371, 4.705)
H (5.486, 1.701, 5.047)
H (3.297, 1.996, 3.959)
H (0.157, 1.533, 4.396)
H (-0.859, 3.803, 4.450)
H (-0.374, 5.412, 2.634)
H (1.191, 4.817, 0.832)
H (2.224, 2.560, 0.792)
H (-1.663, -3.840, 3.340)
H (-3.017, -4.001, 5.389)
H (-4.096, -1.989, 6.322)
H (-3.760, 0.210, 5.244)
H (-2.341, 0.384, 3.225)
H (1.843, -2.777, 1.300)
H (2.332, -5.061, 0.508)
H (0.486, -6.607, -0.008)
H (-1.850, -5.853, 0.198)
H (-2.343, -3.561, 0.996)
C (5.872, -0.070, -5.998)
C (5.121, -0.235, -4.710)
C (4.971, -1.477, -4.114)
C (4.269, -1.632, -2.930)
C (4.181, -2.979, -2.279)
C (3.697, -0.502, -2.335)
Se (2.778, -0.716, -0.653)
C (3.869, 0.769, -2.891)
C (3.374, 2.040, -2.266)
C (4.575, 0.871, -4.080)
H (6.250, -1.024, -6.358)
H (6.716, 0.605, -5.859)
H (5.225, 0.363, -6.761)
H (5.420, -2.346, -4.575)
H (4.574, -3.760, -2.928)
H (3.149, -3.210, -2.014)
H (4.754, -2.961, -1.351)
H (2.812, 1.841, -1.352)
H (2.721, 2.575, -2.959)
H (4.216, 2.687, -2.019)
H (4.712, 1.849, -4.521)
N (-2.912, -1.246, -0.399)
C (-2.162, -1.896, -1.315)
C (-2.707, -2.929, -2.098)
C (-1.907, -3.568, -3.011)
C (-0.580, -3.166, -3.153)
C (-0.123, -2.141, -2.356)
N (-0.879, -1.519, -1.445)
H (-3.899, -1.422, -0.345)
H (-2.552, -0.426, 0.087)
H (-3.750, -3.181, -1.983)
H (-2.309, -4.358, -3.631)
H (0.066, -3.622, -3.886)
H (0.892, -1.765, -2.466)

Atoms 1-2, force components in eV/Å:
Y -0.4 -0.3 -0.9
Se -0.2 -0.5 0.4

**Orbital gap**: 6.5 eV
**LUMO energy**: 0.077 Ha
**Multiplicity**: 1
**Net charge**: -1
**Calculated total energy**: -12728.588488 Eh

Here is 21 unconnected molecules or ions with the total composition H42O21 in a non-equilibrium geometry from OMol25. Energies are from ωB97M-V/def2-TZVPD.

Positions of all 63 atoms, in Å:
O (1.096, -3.758, 1.715)
H (0.259, -4.219, 1.894)
H (1.031, -3.091, 2.462)
O (3.471, 1.344, 2.931)
H (2.668, 1.060, 3.334)
H (3.512, 2.268, 3.135)
O (-0.007, 3.014, 0.884)
H (0.961, 2.893, 0.811)
H (-0.127, 3.770, 0.278)
O (2.527, 1.927, 0.428)
H (3.105, 1.862, -0.340)
H (2.959, 1.535, 1.216)
O (4.191, -3.046, 2.174)
H (4.012, -2.358, 2.795)
H (3.347, -3.466, 1.964)
O (3.350, 0.969, -2.108)
H (2.653, 0.991, -2.737)
H (3.582, 0.030, -2.082)
O (-0.363, -0.715, 2.804)
H (-0.873, 0.107, 2.659)
H (-1.041, -1.411, 2.710)
O (-0.473, 4.854, -1.228)
H (-1.163, 4.582, -1.879)
H (0.356, 4.778, -1.720)
O (-2.035, -3.207, 2.780)
H (-2.417, -3.498, 1.942)
H (-2.623, -3.407, 3.522)
O (1.024, -1.186, -4.285)
H (1.709, -1.328, -4.875)
H (1.293, -1.485, -3.409)
O (0.853, 1.781, 4.300)
H (0.275, 0.950, 4.255)
H (0.376, 2.415, 3.785)
O (-1.625, 3.839, -3.442)
H (-1.135, 3.046, -3.711)
H (-1.593, 4.486, -4.128)
O (-2.934, -4.193, 0.427)
H (-2.942, -3.376, -0.178)
H (-2.407, -4.821, -0.093)
O (-2.698, -1.753, -0.928)
H (-3.095, -1.546, -1.792)
H (-1.907, -1.148, -0.921)
O (1.253, -0.801, 0.476)
H (0.889, -0.771, 1.404)
H (2.035, -0.276, 0.492)
O (-3.246, -0.930, -3.621)
H (-2.429, -0.798, -4.151)
H (-3.903, -0.270, -3.781)
O (2.670, -2.149, -1.302)
H (2.112, -2.207, -0.540)
H (3.323, -2.882, -1.337)
O (-3.832, 0.274, 0.664)
H (-4.205, 0.870, 0.033)
H (-3.569, -0.543, 0.210)
O (-0.974, 0.526, -0.685)
H (-1.084, 1.339, -0.212)
H (-0.067, 0.320, -0.420)
O (-0.153, 1.509, -3.439)
H (0.146, 0.700, -3.862)
H (-0.506, 1.197, -2.605)
O (-1.740, 1.667, 2.746)
H (-1.229, 2.225, 2.143)
H (-2.642, 1.512, 2.436)

Atoms 1-2, force components in eV/Å:
O -0.6 1.1 1.8
H 0.2 -0.1 -0.4

**Orbital gap**: 11.0 eV
**LUMO energy**: -0.002 Ha
**Multiplicity**: 1
**Calculated total energy**: -1605.323794 Eh

Here is 2 unconnected molecules or ions with the total composition C5H13NO in a non-equilibrium geometry from OMol25. Energies are from ωB97M-V/def2-TZVPD.

Positions of all 20 atoms, in Å:
C (1.546, 0.981, 1.261)
C (0.586, 0.424, 0.201)
C (0.882, -0.897, -0.467)
C (-0.253, -1.506, -1.263)
C (-1.433, -1.032, -1.617)
N (0.445, 1.500, -0.791)
H (1.001, 1.588, 1.981)
H (1.803, 0.143, 1.937)
H (2.432, 1.402, 0.809)
H (-0.414, 0.253, 0.636)
H (1.024, -1.600, 0.357)
H (1.767, -0.850, -1.105)
H (0.152, -2.421, -1.686)
H (-2.140, -1.631, -2.160)
H (-1.699, -0.033, -1.289)
H (-0.389, 1.987, -1.092)
H (1.002, 1.464, -1.630)
H (-1.746, 0.465, 1.363)
H (-2.250, -0.582, 2.422)
O (-2.318, 0.344, 2.133)

Atoms 1-2, force components in eV/Å:
C -0.7 -2.4 1.0
C -1.0 1.7 -1.0

**Orbital gap**: 9.8 eV
**LUMO energy**: 0.033 Ha
**SMILES**: C=CC[C@@H](C)N.O
**Multiplicity**: 1
**Calculated total energy**: -328.242615 Eh

Copy entry 3 word for word.
Here is 2 unconnected molecules or ions with the total composition C5H13NO in a non-equilibrium geometry from OMol25. Energies are from ωB97M-V/def2-TZVPD.

Positions of all 20 atoms, in Å:
C (1.546, 0.981, 1.261)
C (0.586, 0.424, 0.201)
C (0.882, -0.897, -0.467)
C (-0.253, -1.506, -1.263)
C (-1.433, -1.032, -1.617)
N (0.445, 1.500, -0.791)
H (1.001, 1.588, 1.981)
H (1.803, 0.143, 1.937)
H (2.432, 1.402, 0.809)
H (-0.414, 0.253, 0.636)
H (1.024, -1.600, 0.357)
H (1.767, -0.850, -1.105)
H (0.152, -2.421, -1.686)
H (-2.140, -1.631, -2.160)
H (-1.699, -0.033, -1.289)
H (-0.389, 1.987, -1.092)
H (1.002, 1.464, -1.630)
H (-1.746, 0.465, 1.363)
H (-2.250, -0.582, 2.422)
O (-2.318, 0.344, 2.133)

Atoms 1-2, force components in eV/Å:
C -0.7 -2.4 1.0
C -1.0 1.7 -1.0

**Orbital gap**: 9.8 eV
**LUMO energy**: 0.033 Ha
**SMILES**: C=CC[C@@H](C)N.O
**Multiplicity**: 1
**Calculated total energy**: -328.242615 Eh